{
  "formula": "C30H29BiBrCl3IN3O4SSi",
  "method": "ωB97M-V with the def2-TZVPD basis set",
  "gap_ev": 5.223,
  "homo_energy_ev": -1.29,
  "charge": -2,
  "e_above_lowest_kcal_mol": 4.4,
  "spin_multiplicity": 1,
  "species": ["Bi", "O", "C", "C", "C", "C", "C", "C", "C", "O", "N", "N", "C", "C", "Br", "C", "C", "C", "C", "C", "C", "C", "H", "H", "H", "H", "H", "H", "H", "H", "H", "H", "H", "H", "H", "H", "I", "C", "C", "C", "C", "C", "C", "C", "C", "C", "C", "H", "H", "H", "H", "H", "H", "O", "S", "N", "C", "C", "C", "C", "O", "H", "H", "H", "H", "H", "H", "H", "H", "H", "Cl", "Si", "Cl", "Cl"],
  "xyz": [[-0.57017, 0.79898, -0.79732], [3.30213, -2.13005, 0.14715], [4.30054, -1.20108, 0.03039], [5.61815, -1.56373, -0.21302], [6.60410, -0.59035, -0.28416], [6.27165, 0.74490, -0.12430], [4.94717, 1.10435, 0.09367], [3.95584, 0.14267, 0.17400], [2.49357, 0.53439, 0.31800], [2.35135, 1.88380, 0.30731], [1.98117, -0.07596, 1.56250], [0.99505, 0.47273, 2.22131], [0.45249, -0.17875, 3.18995], [-0.49522, 0.43107, 4.08191], [-0.70377, 2.32265, 3.87742], [-1.15716, -0.11059, 5.12553], [-1.20156, -1.48309, 5.59706], [-0.93474, -2.61601, 4.81542], [-0.98470, -3.88809, 5.35887], [-1.30829, -4.07895, 6.69506], [-1.60815, -2.97187, 7.48049], [-1.56273, -1.70266, 6.93761], [3.59109, -2.97968, -0.19563], [5.86726, -2.61086, -0.35602], [7.62961, -0.88382, -0.47382], [7.03835, 1.50733, -0.17806], [4.64801, 2.14038, 0.18335], [1.97528, 0.07975, -0.54273], [2.15379, -1.07120, 1.65751], [0.75155, -1.20647, 3.40689], [-1.70713, 0.58658, 5.74552], [-0.73131, -2.50130, 3.75998], [-0.77697, -4.74528, 4.72995], [-1.33768, -5.07487, 7.11880], [-1.87693, -3.10270, 8.52222], [-1.79849, -0.84150, 7.55202], [-3.03137, 1.06698, 1.19426], [-4.13563, 1.21650, -0.60029], [-5.47510, 0.96407, -0.49218], [-6.33135, 1.22684, -1.57609], [-5.82736, 1.79644, -2.70933], [-4.44418, 2.05930, -2.84025], [-3.94093, 2.69585, -3.99578], [-2.60180, 2.93069, -4.12998], [-1.70496, 2.46441, -3.15562], [-2.14163, 1.85347, -2.00983], [-3.53664, 1.70155, -1.79206], [-5.87922, 0.57575, 0.43275], [-7.38962, 1.01321, -1.48264], [-6.48424, 2.07044, -3.52831], [-4.64487, 2.99258, -4.76676], [-2.22448, 3.45338, -5.00133], [-0.64006, 2.58070, -3.31444], [-0.84913, -3.37244, -1.21407], [-1.99931, -2.60718, -0.63946], [-2.23287, -1.20634, -1.06409], [1.66125, -1.36519, -2.96596], [0.90326, -0.14890, -3.51741], [-0.43695, -0.61149, -4.10448], [1.73644, 0.48406, -4.64429], [0.76220, 0.84123, -2.52914], [1.91903, -2.06049, -3.77065], [1.04537, -1.89846, -2.24338], [2.58503, -1.03062, -2.48326], [-0.27133, -1.37594, -4.86948], [-0.96551, 0.23392, -4.54796], [-1.06665, -1.03574, -3.32327], [1.95534, -0.24947, -5.42530], [2.67138, 0.87059, -4.23397], [1.18754, 1.32289, -5.07738], [1.99837, 3.73747, -1.80165], [1.02793, 2.90613, -0.14722], [1.53761, 4.22924, 1.41011], [-0.90873, 4.53382, -0.56459]],
  "lowdin_charge": [1.36, 0.05, -0.27, -0.04, -0.11, -0.09, 0.00, -0.07, -0.42, -0.40, 0.04, 0.01, -0.22, -0.64, 0.71, -0.15, -0.21, -0.03, -0.09, -0.12, -0.11, -0.05, 0.11, 0.10, 0.09, 0.09, 0.12, 0.08, 0.13, 0.11, 0.08, 0.10, 0.10, 0.09, 0.09, 0.10, 0.93, -0.60, -0.18, -0.11, -0.06, -0.17, -0.06, -0.08, -0.17, -0.36, -0.25, 0.07, 0.09, 0.10, 0.10, 0.10, 0.08, -0.68, 0.53, -0.62, -0.05, -0.73, -0.05, -0.05, -0.48, 0.08, 0.06, 0.07, 0.08, 0.07, 0.04, 0.07, 0.08, 0.07, 0.20, -0.55, 0.16, -0.24]
}


{
  "formula": "C30H29BrIrN4O3Te",
  "method": "ωB97M-V with the def2-TZVPD basis set",
  "gap_ev": [7.415, 5.092],
  "homo_energy_ev": [-16.26, -16.26],
  "charge": 3,
  "s_squared": 6.036,
  "e_above_lowest_kcal_mol": 30.1,
  "spin_multiplicity": 5,
  "species": ["Ir", "Br", "C", "C", "C", "C", "O", "C", "C", "N", "C", "C", "C", "C", "C", "C", "C", "C", "N", "C", "C", "H", "H", "H", "H", "H", "H", "H", "H", "H", "H", "O", "N", "O", "C", "C", "C", "C", "C", "C", "N", "H", "H", "H", "H", "H", "H", "H", "H", "H", "H", "H", "C", "Te", "C", "C", "C", "C", "C", "C", "C", "H", "H", "H", "H", "H", "H", "H", "H"],
  "xyz": [[-0.05817, 1.53164, 0.40867], [-2.27275, 1.54526, -6.54900], [-1.69441, 1.11900, -4.87231], [-0.85023, -0.00354, -4.67881], [-0.41391, -0.30199, -3.42813], [-0.75585, 0.51456, -2.29598], [-0.27404, 0.18056, -1.16038], [-1.65001, 1.64127, -2.50125], [-2.14619, 2.50783, -1.43382], [-1.69545, 2.52486, -0.23604], [-2.21143, 3.41640, 0.75922], [-3.46017, 3.97255, 0.76521], [-3.81916, 4.87647, 1.78573], [-2.92480, 5.20936, 2.76443], [-1.63832, 4.61703, 2.79491], [-0.67118, 4.90050, 3.78706], [0.54160, 4.27332, 3.74364], [0.78863, 3.33149, 2.73707], [-0.08725, 3.03725, 1.79663], [-1.29848, 3.69391, 1.79713], [-2.09565, 1.90797, -3.77188], [-0.55374, -0.60022, -5.53089], [0.24530, -1.14431, -3.25798], [-2.94293, 3.19638, -1.70365], [-4.19033, 3.71538, 0.00828], [-4.81009, 5.30776, 1.78347], [-3.19339, 5.91947, 3.53569], [-0.90254, 5.60994, 4.57171], [1.30964, 4.47771, 4.47525], [1.72911, 2.80399, 2.69784], [-2.76266, 2.74327, -3.94588], [1.81603, -1.88568, 1.12207], [1.54593, 0.45301, 0.94093], [-0.44667, 0.19180, 2.73473], [0.44940, -0.61524, 2.70425], [1.06403, -1.35644, 3.83767], [2.37364, -0.63317, 4.26263], [3.56103, -0.51764, 3.27955], [3.61176, 0.68212, 2.30669], [2.99660, 0.58937, 0.89038], [1.12393, -0.74094, 1.44506], [1.26655, -2.39535, 3.57485], [0.36202, -1.34155, 4.66895], [2.72822, -1.18113, 5.13497], [2.11160, 0.36684, 4.61779], [3.76990, -1.46704, 2.76963], [4.43662, -0.39655, 3.91826], [4.66045, 0.92615, 2.12984], [3.18310, 1.54533, 2.81756], [3.43276, -0.23876, 0.32726], [3.21369, 1.50570, 0.34513], [2.65543, -1.93096, 1.61196], [-1.94861, -3.74791, -1.84000], [-0.71807, -2.82777, -0.38833], [0.91292, -3.68356, -1.42024], [0.34453, -4.40570, -2.61824], [1.19459, -5.06507, -3.50315], [0.66633, -5.73022, -4.59545], [-0.70787, -5.74119, -4.81033], [-1.55561, -5.08975, -3.93187], [-1.02815, -4.42297, -2.82880], [-2.60543, -3.00241, -2.29263], [-2.58876, -4.45163, -1.29966], [1.42446, -4.34279, -0.71465], [1.60735, -2.87994, -1.67427], [2.26434, -5.06528, -3.33442], [1.32486, -6.24682, -5.28007], [-1.11772, -6.26759, -5.66138], [-2.62631, -5.11438, -4.09259]],
  "lowdin_spin": [1.04, 0.19, 0.21, 0.00, 0.10, 0.12, 0.27, 0.09, 0.00, 0.05, 0.01, 0.01, 0.00, 0.01, 0.00, 0.00, 0.00, 0.00, 0.01, 0.01, 0.04, 0.00, 0.01, 0.00, 0.00, 0.00, 0.00, 0.00, 0.00, 0.00, 0.00, 0.02, 0.53, 0.06, 0.03, 0.01, 0.00, 0.00, 0.03, 0.05, 0.16, 0.00, 0.00, 0.00, 0.00, 0.00, 0.00, 0.00, 0.00, 0.01, 0.00, 0.00, 0.07, 0.73, 0.07, 0.00, 0.00, 0.00, 0.00, 0.00, 0.00, 0.01, 0.02, 0.02, 0.01, 0.00, 0.00, 0.00, 0.00]
}


{
  "formula": "C30H29CuF5NTe",
  "method": "ωB97M-V with the def2-TZVPD basis set",
  "gap_ev": 5.107,
  "homo_energy_ev": -0.50,
  "charge": -2,
  "spin_multiplicity": 1,
  "species": ["Cu", "Te", "C", "C", "C", "C", "C", "C", "H", "H", "H", "H", "H", "C", "C", "C", "C", "C", "C", "C", "C", "N", "C", "C", "C", "C", "C", "C", "C", "C", "C", "C", "H", "H", "H", "H", "H", "H", "H", "H", "H", "H", "H", "H", "H", "H", "H", "H", "H", "H", "H", "H", "H", "H", "H", "H", "F", "C", "C", "C", "F", "C", "F", "C", "F", "C", "F"],
  "xyz": [[1.42622, -1.06328, -0.56924], [0.36927, -2.96811, -2.11005], [-1.03109, -3.83485, -0.78346], [-0.70463, -4.94810, 0.00471], [-1.64683, -5.56755, 0.81936], [-2.95184, -5.08828, 0.88300], [-3.28943, -3.96679, 0.13421], [-2.34333, -3.34921, -0.67783], [0.31157, -5.32401, -0.02679], [-1.36209, -6.42850, 1.41473], [-3.69149, -5.58236, 1.50206], [-4.29890, -3.57196, 0.18234], [-2.61842, -2.47112, -1.25026], [2.75721, 2.16901, -4.25223], [1.63786, 2.38669, -3.25894], [0.90381, 3.58372, -3.27108], [-0.11552, 3.74807, -2.34063], [-0.92690, 5.02475, -2.32114], [-0.40305, 2.75622, -1.40718], [0.33630, 1.53144, -1.33104], [1.35592, 1.40897, -2.33436], [0.18803, 0.52548, -0.45422], [-0.79611, 0.56651, 0.60894], [-0.61009, -0.72124, 1.43342], [-1.59783, -0.79959, 2.60436], [-3.03613, -0.77963, 2.07515], [-3.25063, 0.50204, 1.26075], [-3.02391, 1.72486, 2.15800], [-1.60387, 1.69433, 2.73674], [-1.40334, 0.40132, 3.53681], [-0.58152, 1.73781, 1.59457], [-2.25435, 0.52714, 0.09529], [2.75602, 2.94260, -5.02365], [2.66388, 1.19509, -4.73758], [3.72963, 2.18859, -3.75207], [1.12514, 4.36506, -3.99446], [-0.65706, 5.67643, -3.15635], [-0.76129, 5.57992, -1.39298], [-1.99746, 4.81160, -2.38735], [-1.21762, 2.96137, -0.72530], [1.93323, 0.48528, -2.34973], [0.42181, -0.75274, 1.80350], [-0.74453, -1.58512, 0.77324], [-1.42603, -1.72784, 3.15896], [-3.74311, -0.82015, 2.91451], [-3.21452, -1.65571, 1.44364], [-4.27600, 0.52303, 0.87331], [-3.76194, 1.73775, 2.97094], [-3.16319, 2.64217, 1.57406], [-1.46274, 2.55905, 3.39496], [-2.11812, 0.35012, 4.36884], [-0.39428, 0.38784, 3.96282], [0.43494, 1.63576, 1.98926], [-0.62085, 2.69908, 1.07816], [-2.46393, 1.36552, -0.56920], [-2.35388, -0.38263, -0.50398], [3.28523, 1.11160, 0.81790], [3.99686, 0.01106, 0.45153], [3.34428, -1.13866, 0.06060], [4.20773, -2.17896, -0.23338], [3.73796, -3.40504, -0.56236], [5.59025, -2.08556, -0.20282], [6.38653, -3.13489, -0.51763], [6.17928, -0.89610, 0.17201], [7.52209, -0.78193, 0.22563], [5.37106, 0.16630, 0.51204], [5.94574, 1.32630, 0.90694]],
  "lowdin_charge": [-0.01, 0.69, -0.70, -0.17, -0.13, -0.14, -0.14, -0.19, 0.08, 0.08, 0.08, 0.09, 0.07, -0.07, -0.31, -0.08, -0.32, -0.08, -0.02, -0.27, -0.01, 0.00, -0.45, -0.10, -0.28, -0.12, -0.29, -0.13, -0.29, -0.13, -0.08, -0.07, 0.06, 0.07, 0.07, 0.08, 0.06, 0.07, 0.07, 0.08, 0.09, 0.12, 0.09, 0.13, 0.11, 0.09, 0.13, 0.11, 0.11, 0.13, 0.11, 0.11, 0.13, 0.10, 0.10, 0.11, 0.04, -0.26, -0.04, -0.27, 0.01, -0.16, 0.06, -0.17, 0.07, -0.17, 0.07]
}


{
  "formula": "C30H29DyN4O2",
  "method": "ωB97M-V with the def2-TZVPD basis set",
  "gap_ev": [6.366, 6.395],
  "homo_energy_ev": [-7.35, -7.39],
  "s_squared": 9.341,
  "e_above_lowest_kcal_mol": 0.0,
  "spin_multiplicity": 6,
  "species": ["Dy", "C", "C", "C", "C", "C", "C", "C", "C", "C", "C", "H", "H", "H", "H", "H", "H", "H", "H", "H", "H", "H", "H", "H", "H", "H", "O", "C", "C", "C", "C", "C", "C", "C", "N", "N", "C", "O", "C", "C", "C", "C", "C", "C", "H", "H", "H", "H", "H", "H", "H", "H", "H", "H", "N", "C", "C", "C", "C", "N", "C", "C", "H", "H", "H", "H"],
  "xyz": [[0.54764, -0.04153, -0.69800], [-1.47895, -1.62495, -1.40878], [-1.69478, -0.45071, -2.18150], [-0.63790, -0.36047, -3.15641], [0.24498, -1.48862, -2.96211], [-0.28704, -2.27319, -1.89432], [0.17564, -3.64748, -1.52678], [1.39493, -1.86463, -3.84974], [-0.54249, 0.70391, -4.22245], [-2.90313, 0.42069, -2.12569], [-2.44384, -2.21077, -0.42223], [-0.24211, -4.41623, -2.21580], [-0.13865, -3.94333, -0.51040], [1.27357, -3.72115, -1.56699], [1.04795, -2.50158, -4.68982], [2.18478, -2.41407, -3.29997], [1.88902, -0.96800, -4.27595], [-1.18184, 0.47068, -5.10104], [0.48898, 0.77279, -4.57903], [-0.85971, 1.68267, -3.80712], [-3.73892, -0.02163, -2.72325], [-2.65009, 1.43224, -2.49681], [-3.26272, 0.56211, -1.08892], [-3.25265, -2.78935, -0.93058], [-2.93010, -1.43281, 0.18655], [-1.92481, -2.87221, 0.29119], [2.12754, -1.33763, 0.10145], [2.15618, -2.28574, 1.00214], [3.16815, -3.28144, 0.95851], [3.22156, -4.30286, 1.88024], [2.25543, -4.39572, 2.89802], [1.25595, -3.44879, 2.98905], [1.14652, -2.36947, 2.06498], [0.02472, -1.49817, 2.18836], [-0.24474, -0.42825, 1.41644], [-1.32152, 0.34550, 1.68622], [-1.45038, 1.45575, 0.93549], [-0.64381, 1.77235, -0.02553], [-2.55494, 2.34718, 1.19736], [-3.44638, 2.06275, 2.25385], [-4.41364, 2.97808, 2.55962], [-4.53812, 4.14653, 1.79123], [-3.69976, 4.39795, 0.71626], [-2.68006, 3.49581, 0.41981], [3.90874, -3.22506, 0.18116], [4.01044, -5.04813, 1.83509], [2.34198, -5.19273, 3.63518], [0.50021, -3.52911, 3.76270], [-0.64818, -1.74190, 3.03455], [-3.32884, 1.13474, 2.83223], [-5.09413, 2.79485, 3.38181], [-5.27889, 4.86659, 2.06054], [-3.77945, 5.30139, 0.12394], [-1.99630, 3.68407, -0.39329], [5.02485, 5.02930, 3.14698], [4.43388, 4.32596, 2.43942], [3.75836, 3.40987, 1.60369], [3.82216, 3.48282, 0.20007], [3.08081, 2.56381, -0.52427], [2.31297, 1.61818, 0.05604], [2.30867, 1.53467, 1.40338], [2.98698, 2.42509, 2.19929], [4.43521, 4.24148, -0.29703], [3.12110, 2.57946, -1.60362], [1.72892, 0.73616, 1.86879], [2.91003, 2.35227, 3.27579]],
  "lowdin_spin": [5.08, -0.01, -0.01, -0.01, -0.01, -0.01, 0.00, 0.00, 0.00, 0.00, 0.00, 0.00, 0.00, 0.00, 0.00, 0.00, 0.00, 0.00, 0.00, 0.00, 0.00, 0.00, 0.00, 0.00, 0.00, 0.00, -0.01, 0.00, 0.00, 0.00, 0.00, 0.00, 0.00, 0.00, -0.01, 0.00, 0.00, -0.01, 0.00, 0.00, 0.00, 0.00, 0.00, 0.00, 0.00, 0.00, 0.00, 0.00, 0.00, 0.00, 0.00, 0.00, 0.00, 0.00, 0.00, 0.00, 0.00, 0.00, 0.00, -0.01, 0.00, 0.00, 0.00, 0.00, 0.00, 0.00]
}